ORCA calculation (the ωB97M-V functional and the def2-TZVPD basis) on 21 unconnected molecules or ions with the total composition H43O21.

Geometry as ORCA input:
```
! RIJCOSX wB97M-V def2-TZVPD def2/J DEFGRID3
* xyz 1 1
O 3.0830 -3.4757 0.1756
H 1.8746 1.4606 2.5160
O -1.9887 -1.0268 -0.8907
H 2.3830 -3.4264 -0.4962
O -4.6203 -0.1877 1.8314
H -4.5472 0.2128 2.6940
H 0.5666 2.2351 2.3213
H -2.2522 3.2127 -1.8651
O 0.2498 -4.3589 -0.0186
H -0.3633 1.5251 -1.6275
H 3.0937 -0.1661 -0.4065
H -3.8011 -0.1361 1.3136
H 2.8096 -3.1181 1.0239
H -2.5421 -1.6278 -0.3477
H 2.4523 1.7264 0.1826
H 3.6622 -1.6543 -0.1912
H 4.7714 -1.5098 2.2915
H -1.2507 4.7334 -0.6837
H 0.4994 1.6663 0.3440
O -1.0355 4.3332 -1.5419
O 5.0698 -0.8129 1.6908
O -0.2124 1.2269 -2.5627
H 3.2737 -2.6261 -2.2494
H 0.3479 2.9132 -0.7212
O 2.3891 -2.9443 -2.4114
H -2.3748 1.9408 -1.1187
H -0.9016 0.9321 4.4349
H 0.7897 -0.2750 -1.9873
H -1.0824 -1.3769 -1.1046
O 3.7358 -0.8250 -0.7178
H -2.0433 1.4113 2.2971
H 0.2455 -1.1732 3.0486
O -1.2270 5.2544 1.0425
H -1.1748 0.3438 1.6278
O -2.5207 2.2647 -2.0280
O 0.5497 -1.0237 -1.4529
H -0.0649 -1.5648 0.2400
H -1.0651 -4.2839 -1.9841
H -0.7705 1.8556 -3.0497
O -1.2943 -3.4353 -2.3883
O -2.6632 -0.0606 -2.9720
H -1.7939 4.6423 1.5287
H 1.0588 -1.8002 -1.7705
O 1.2800 1.7937 1.8431
O -0.8490 1.8914 4.1852
O -2.0421 0.7987 1.5511
H 1.1439 -1.7940 1.0222
H -0.7895 -1.4587 4.0216
H -1.7206 2.0932 4.5296
O 0.1957 -1.6360 1.1518
O -0.0992 2.2153 -0.2222
H -0.2380 -4.1097 0.7768
H -3.2004 0.7975 -2.6696
O -0.0631 -0.8378 3.8900
H 2.7972 1.4951 -1.3581
H -0.9132 4.9523 -2.2616
H -0.3037 5.3484 1.2713
H -2.4754 -0.7687 -2.0793
H 2.1119 -3.1615 -3.2927
O 2.1915 1.3136 -0.6428
H 0.0429 -5.3077 -0.0874
H 4.8747 -1.1713 0.7988
H -1.5220 -3.6231 -3.3097
H -1.7372 0.1681 -3.1346
*
```

Summary:
- E_tot: -1605.5773 Eh
- Lowest unoccupied orbital energy: -2.6 eV
- Orbital gap: 10.558 eV
- HOMO: -0.485 Eh
- Relative energy (zero: lowest compared OMol25 entry of this formula, charge and spin): 65.1 kcal per mole



ORCA calculation (the ωB97M-V functional and the def2-TZVPD basis) on 21 unconnected molecules or ions with the total composition H43O21.

Geometry as ORCA input:
```
! RIJCOSX wB97M-V def2-TZVPD def2/J DEFGRID3
* xyz 1 1
O 0.6231 0.6861 1.8676
O 2.4046 0.3848 0.0592
H -1.3111 0.9485 -0.6647
O 2.7367 -3.0298 -0.1550
O -3.7660 2.1345 2.1333
H -2.3796 -0.0829 1.5718
O -1.8582 0.5548 2.1111
H -1.5798 2.7739 0.9216
H -1.1706 -0.2458 -4.2101
O 0.7098 4.4721 -1.2041
H 0.1484 -1.8426 -2.6120
H -1.4282 -0.7914 -0.8070
O 0.1887 -1.8653 3.6068
H 0.2502 0.5753 -4.2130
H 0.3247 -2.1337 -4.0189
H 1.7573 -3.1917 -0.0964
H 3.1590 2.1498 3.4868
O 2.3894 -2.7541 -2.7429
O -1.2378 0.0150 -0.2044
O 2.3637 1.7825 3.2021
H -3.9874 -3.4690 -1.0321
H -4.1099 -1.1980 0.8038
O -2.8699 3.1925 -1.2063
H 2.5919 0.9520 2.7474
O -3.1120 -3.1151 -1.2207
H -4.5698 1.8945 1.8489
H 0.8151 -1.3216 4.1135
H 4.3821 -0.3776 0.9374
H 3.3029 -2.8713 -2.6392
O -0.6428 0.5527 -3.8808
H -2.9432 2.0954 1.5120
H 2.4502 -0.5214 -0.2130
H 2.2507 1.1963 -0.5468
H -0.5706 -4.1706 2.0952
H -0.4306 0.9057 1.8976
H -2.0834 3.7731 -0.9934
H 0.8185 4.4317 -2.1901
O 0.3907 -4.3706 2.1969
H 0.6222 -2.7841 3.4610
O -1.2820 3.7585 0.9844
H 3.8938 0.1943 2.2420
H 1.6765 2.7603 -1.3257
H -0.8534 -2.1754 0.5876
H 0.0047 5.1284 -1.2717
H 2.6766 -2.3626 -0.8497
O -1.8238 -2.2598 0.5411
O 2.4500 2.1964 -1.5778
H -1.9551 -3.1383 0.2667
H -2.8515 -3.1851 -2.1177
O 4.4683 -0.4259 1.9221
H 2.4636 1.5959 -4.0900
O -0.3157 -2.2872 -3.2324
H -2.6131 0.9930 2.7039
H 1.0129 0.4271 0.9010
O 2.5151 0.6079 -4.0182
H 1.8114 -3.4295 -3.0892
H 2.5941 0.2195 -3.1732
H 0.5394 -4.4547 3.0686
H -4.0561 0.3670 0.6129
H -3.4802 3.8694 -1.2778
H 3.3025 2.8144 -1.4532
H 0.2530 -0.1580 2.2451
O -4.1591 -0.2846 1.2727
H -2.1125 4.2744 1.2237
*
```

Summary:
- E_tot: -1605.3869 Eh
- Lowest unoccupied orbital energy: -2.8 eV
- Orbital gap: 10.770 eV
- HOMO: -0.500 Eh
- Relative energy (zero: lowest compared OMol25 entry of this formula, charge and spin): 184.6 kcal per mole



ORCA calculation (the ωB97M-V functional and the def2-TZVPD basis) on 21 unconnected molecules or ions with the total composition H43O21.

Geometry as ORCA input:
```
! RIJCOSX wB97M-V def2-TZVPD def2/J DEFGRID3
* xyz 1 1
O 0.2613 -1.4992 3.0154
O -0.9005 3.6105 -2.1037
H -1.5979 2.1645 4.1659
H -0.3427 3.8529 -1.3203
H 1.2607 -1.2190 2.8774
H -2.2953 -0.7515 -1.3395
H 0.4825 4.1426 0.1408
O -1.3547 -3.5839 -0.9201
H 1.2889 -4.0045 -2.7591
H 2.7632 -2.9729 1.3918
O -2.6989 -0.0010 -2.6509
O 2.1355 -4.3432 -2.4216
O 1.7750 3.6053 2.7839
H -0.6852 -0.2678 1.7186
H 0.6815 -5.5195 -0.1097
H -0.2292 -3.5302 -1.1037
H -1.8957 0.1272 -3.2228
H -2.7769 1.9984 -1.2464
O 2.7074 -3.3407 0.5414
H -2.9446 0.7838 -2.0688
O -4.0832 1.6518 2.1043
H 2.7966 -3.7573 -2.8689
H -4.1697 2.7819 -2.6806
O -0.2802 3.5329 0.5478
H 0.3679 0.8034 -3.7545
H -0.0273 1.3264 -2.3753
H 3.2922 -1.5485 -1.5872
O -3.2856 3.0144 -2.3906
H -1.6386 4.1576 -1.8881
O 0.3119 -1.7744 -1.8278
O -1.5959 0.0663 1.6040
H -1.6047 1.0567 1.3314
H 4.7320 -1.8558 -0.8924
O -1.8166 -1.1584 -0.5897
H 2.4944 3.9481 2.3539
H -3.5787 0.7087 1.9374
H 3.1680 -0.7172 1.0182
H -0.0910 -1.1870 3.8814
H 3.6089 -3.2210 0.2761
H 3.5899 -0.2085 2.4688
H 4.7511 0.4718 -0.6102
H 0.8057 1.9706 1.4885
H -1.6111 -2.5003 -0.6857
H -0.3988 1.5976 0.4578
H 0.0212 -1.0645 -1.2441
O -2.7150 1.3355 -0.4795
O 3.0794 -0.7779 1.9399
O -0.2604 0.6601 -2.9949
O 4.7166 1.1121 0.1261
O 0.4362 -4.8815 0.6166
O 0.4184 1.2466 0.8686
H -1.2997 -4.1736 -0.0504
H -3.2969 1.5145 0.2577
H 1.7234 3.6529 3.7293
H -1.8207 -0.5215 0.1534
H -0.5917 4.0981 1.3098
H -2.6479 2.8873 -3.0944
O -1.2615 2.2589 3.2989
H -1.5371 1.5030 2.8330
H -3.8751 1.9686 2.9715
H 0.4161 -1.3346 -2.6855
H 3.7865 1.1623 0.3187
O 4.1151 -1.1798 -1.1341
H 1.2918 -4.7578 1.0349
*
```

Summary:
- E_tot: -1605.4802 Eh
- Lowest unoccupied orbital energy: -2.6 eV
- Orbital gap: 10.806 eV
- HOMO: -0.494 Eh
- Relative energy (zero: lowest compared OMol25 entry of this formula, charge and spin): 126.1 kcal per mole



ORCA calculation (the ωB97M-V functional and the def2-TZVPD basis) on 23 unconnected molecules or ions with the total composition H46O23.

Geometry as ORCA input:
```
! RIJCOSX wB97M-V def2-TZVPD def2/J DEFGRID3
* xyz 0 1
O 0.5687 2.5945 -1.1681
H 1.7405 -0.2488 -0.2435
H -0.4019 3.8685 4.8445
O 0.9481 -0.0059 -0.7641
O -1.1418 1.7324 2.7417
H 1.4971 2.0632 4.1592
H -3.5671 -3.0491 -1.7008
H 0.6163 -2.9646 -1.3542
H -2.2233 3.3736 -0.2629
H 0.7228 1.6498 -1.1795
H -0.8886 -3.4963 1.0567
H -3.1442 -1.0351 -1.4437
H 2.1496 -0.9387 4.0487
H -2.9090 3.7196 -2.6097
O 2.5388 -0.7266 -3.2200
H 3.5322 -0.3130 1.5983
H 3.7031 -0.9295 4.0032
H -1.0813 2.2275 -2.7702
O 3.1650 -0.8079 0.8249
O -0.3279 3.1839 5.5267
O 2.2699 -4.5846 3.4555
H -1.6675 -2.2417 1.2532
O 2.9591 -2.7462 -1.0413
H -1.4456 -0.0845 -2.7448
O 0.7691 -4.0798 1.0027
O 1.3592 1.5620 3.2991
O 0.3284 -3.0675 -2.2724
H -2.1185 -0.0224 0.3944
H 2.7644 1.4772 2.5343
H 1.2129 -0.4180 -1.5911
O 3.7454 1.4587 2.3215
H -1.3168 2.2776 1.8884
H 1.5569 -3.9221 0.4680
H -0.6975 2.4321 5.1252
H 3.0797 -2.0915 -1.7505
O -1.5414 3.1282 0.3714
H -1.5128 0.8339 2.5656
H 3.9121 2.1650 1.6892
H 0.5817 0.6717 -4.5013
H -3.7583 0.3811 -1.1317
H -4.8644 2.8826 -0.7429
O -4.6531 1.8762 -0.7696
H -2.5725 -3.1890 -0.5008
O -2.6512 -2.9366 -1.4335
O -3.2803 4.0253 -1.8048
O -1.4283 -0.3883 0.9505
O 2.9182 -1.4634 3.7992
H 1.1648 2.0620 -4.7668
O 1.3990 1.1736 -4.5680
H -0.8011 3.2079 -0.2294
H 3.3035 -2.2140 -0.3039
O -1.8118 -3.1898 1.0518
H 2.6438 -4.9851 4.2591
O -1.2934 2.6589 -3.6086
H 0.3946 1.6341 3.0453
H 2.0519 -1.4196 -3.7042
H 2.3805 0.1110 -3.6614
H -0.6152 -3.3369 -2.2351
O -3.0350 -0.1000 -1.4954
H -3.4350 4.9550 -1.9055
O -0.7093 -0.0655 -3.3638
H 2.5688 -1.4730 1.2936
H -1.5410 1.8907 -4.1775
H 2.1071 -3.6942 3.7573
H 1.0980 -4.4764 1.8052
H -5.4619 1.5047 -0.4100
H -0.6189 -0.2707 0.4362
H -0.4579 -0.9732 -3.3217
H 1.2223 3.1673 -0.8177
*
```

Summary:
- E_tot: -1758.2009 Eh
- Lowest unoccupied orbital energy: 0.0 eV
- Orbital gap: 10.937 eV
- HOMO: -0.401 Eh
- Relative energy (zero: lowest compared OMol25 entry of this formula, charge and spin): 12.8 kcal per mole



ORCA calculation (the ωB97M-V functional and the def2-TZVPD basis) on 23 unconnected molecules or ions with the total composition H46O23.

Geometry as ORCA input:
```
! RIJCOSX wB97M-V def2-TZVPD def2/J DEFGRID3
* xyz 0 1
H 0.1991 2.1301 0.7391
H -1.4211 -5.2203 -2.9440
H 0.3629 1.5934 2.9219
O -2.4983 -1.7291 2.5619
H -0.9997 1.1276 4.8827
H -2.8569 0.1325 5.2321
O 2.8892 2.9131 -2.1259
H -0.4193 2.2173 -1.5641
H 0.6948 -0.7196 -0.2898
H 4.0234 -3.5994 -0.3961
H -0.5158 -1.6135 3.0786
H -1.6839 0.5552 2.1131
H 2.5664 2.8411 -3.0634
O 0.8038 -3.2097 -1.4052
H 1.6965 -3.1893 -0.9837
O -0.9697 1.9786 -2.3785
H -2.9307 -1.5867 1.6964
H -0.7821 1.0285 -2.4757
O -3.2483 1.6717 -0.1752
H -1.8744 -1.1353 -3.2774
H -0.3111 0.9152 6.2567
O -1.2353 -4.2685 -2.9925
H 3.9280 1.4267 0.9048
H -4.2099 -0.4008 5.4954
H 3.3544 -0.6502 1.5549
H 2.5130 -1.0359 -1.4945
H 2.0262 0.3031 -2.1581
H 0.7519 -0.9740 3.4250
H -2.6637 -3.0479 -3.0342
O -1.0033 -0.7426 -3.4217
H 3.4044 -2.5969 0.5478
O 0.3504 5.0851 1.7701
H -4.1017 -2.4271 -3.3978
H 1.8460 1.0340 -4.6249
H 2.7518 0.7516 0.0253
H 0.1769 4.3844 2.4517
H -2.8318 -1.3564 -1.2509
O 0.0360 -1.2698 0.2333
O 2.1359 -0.1631 -1.3305
O -2.6712 -0.9351 -0.3986
O 1.2710 2.8950 -4.3495
O -1.4390 1.4691 1.8856
O 3.2455 -1.5497 1.9145
H 1.0924 3.3781 -5.1874
O 1.6223 0.1929 -4.2192
H 0.6475 0.2256 -4.3010
H -0.4183 -1.4483 -3.2104
H -2.7121 1.8654 -0.9358
H 1.3542 2.4028 -0.2356
H -3.1833 0.6835 -0.2222
H 0.5262 3.0342 -3.7317
O -3.2968 -2.2886 -2.8423
O 3.1066 0.9137 0.9639
O 0.8584 0.9644 3.4917
H 0.2992 -2.8114 -0.6249
H -0.3196 -4.1173 -2.7644
H 1.7441 1.0785 3.1604
H -2.1653 1.8730 1.3471
O -3.5669 -0.3743 4.7940
O -1.1683 0.7450 5.7582
H 2.7203 3.8264 -1.8559
H -1.7942 -1.2954 -0.0426
O 0.4262 -1.7356 3.0339
H 0.3137 4.5858 0.9511
H -3.0044 -1.5411 3.3399
H 2.3967 -1.7778 2.2598
O 3.4193 -2.8410 -0.3940
H 0.2329 -1.3316 1.2433
O 0.5089 2.7604 0.0657
*
```

Summary:
- E_tot: -1758.2214 Eh
- Lowest unoccupied orbital energy: 0.1 eV
- Orbital gap: 10.742 eV
- HOMO: -0.391 Eh
- Relative energy (zero: lowest compared OMol25 entry of this formula, charge and spin): 0.0 kcal per mole



ORCA calculation (the ωB97M-V functional and the def2-TZVPD basis) on 24 unconnected molecules or ions with the total composition H48O24.

Geometry as ORCA input:
```
! RIJCOSX wB97M-V def2-TZVPD def2/J DEFGRID3
* xyz 0 1
O 2.4448 1.9812 -2.5713
H 1.8083 -0.7212 0.8110
H 1.2227 2.3764 2.1349
H -2.4779 4.0540 -0.2191
H -5.4208 -1.0274 0.7507
H -1.4987 3.3184 5.5984
O -3.1511 3.4384 -0.5092
O 0.3985 0.0904 -0.1483
O -5.0996 0.7509 -1.9998
O 2.6975 4.9098 1.5779
H 1.8912 5.0630 2.0704
H -3.2180 0.4242 0.2071
H -0.2169 0.8922 -3.6917
H 0.1916 0.1716 -1.0794
H -3.3077 -3.3127 1.8253
H 2.4642 4.2364 0.9389
H 3.9233 0.3478 1.1729
H -2.0599 1.3582 -0.0727
O 2.6345 -0.8431 1.2788
O -1.2610 3.3672 4.6725
O -2.6686 -4.0104 -2.6154
H -0.2516 -3.7658 -1.3486
H -0.9724 2.4817 4.4518
H 0.2738 -1.4630 -3.5301
H -3.4371 3.7779 -1.3573
H -0.6592 0.0069 4.4932
O 2.8661 -1.6326 -3.6421
O -0.2526 1.8429 -5.4345
O 1.0890 2.1634 3.0584
H -5.3434 1.4265 -1.3671
O 0.9861 -0.3995 4.0435
H 1.4101 1.7594 0.3631
H 2.8243 2.1443 0.7423
H -1.3541 -1.3062 -0.6660
H 2.8519 -1.7657 1.1454
H 5.3023 0.4756 0.5613
H 3.8194 -1.4792 -0.7245
O 4.5857 0.9938 0.9277
O -2.9892 -2.4446 1.5779
H -0.0534 -2.3127 4.1027
H -1.9019 -2.5595 -0.0171
O 0.1134 0.6068 -2.8398
H -2.0465 -0.5966 4.5480
H 1.1252 -1.9712 -4.6740
H 0.9204 1.1062 -2.7157
O 0.2178 -1.9069 -4.3763
H -3.5190 -3.5715 -2.6381
H 3.3892 1.8508 -2.4863
O 0.3458 -4.4749 -1.1111
O -2.2753 0.4325 0.0414
H 3.2847 -1.7634 -2.7913
H 0.6052 2.2300 -5.2593
O -1.5632 -2.2226 -0.8466
O -0.0611 -3.2698 4.1033
H 0.9190 0.4697 3.6483
H -4.0971 -1.5211 0.2066
H -0.4264 -0.1743 0.2587
O 1.9371 2.4966 0.6711
H 5.2769 -1.2032 -1.0266
H -0.0612 -4.8864 -0.3487
O 4.5280 -1.7220 -1.3204
H -0.1184 1.3055 -6.2151
H -5.0638 -0.0565 -1.4868
H 1.7596 2.6667 3.5203
H -2.5829 -2.1021 2.3741
H -2.0456 -3.3157 -2.4022
H 1.6988 -0.8254 3.5671
O -4.8897 -1.0472 -0.0454
O -1.5866 0.2424 4.5201
H 3.1566 -0.7644 -3.9215
H 2.3568 2.6939 -3.2043
H 0.6117 -3.5149 4.7385
*
```

Summary:
- E_tot: -1834.5619 Eh
- Lowest unoccupied orbital energy: -0.6 eV
- Orbital gap: 9.608 eV
- HOMO: -0.374 Eh
- Relative energy (zero: lowest compared OMol25 entry of this formula, charge and spin): 71.9 kcal per mole



ORCA calculation (the ωB97M-V functional and the def2-TZVPD basis) on 2 unconnected molecules or ions with the total composition H4IN2P.

Geometry as ORCA input:
```
! RIJCOSX wB97M-V def2-TZVPD def2/J DEFGRID3
* xyz 0 1
N 0.7708 1.2060 -0.1954
H -0.7333 -1.6455 -0.3039
H 0.7229 1.5275 -1.1819
H -0.9226 -1.5011 1.3183
N -1.1841 -1.2117 0.4300
H 1.3700 0.3978 -0.1642
I -2.2951 1.2456 1.8878
P -1.5062 0.2751 -0.1521
*
```

Summary:
- E_tot: -750.9110 Eh
- Lowest unoccupied orbital energy (alpha / beta): 0.0 / 0.0 eV
- Orbital gap (alpha / beta): 8.269 / 8.268 eV
- HOMO (alpha / beta): -0.305 / -0.305 Eh
- Relative energy (zero: lowest compared OMol25 entry of this formula, charge and spin): 52.4 kcal per mole